# 1
Entry from the OMol25 dataset: a cluster of 2 separate species, C25H30N3O in total in a non-equilibrium geometry (ωB97M-V/def2-TZVPD).

Charge: +1
E_HOMO, eV: -10.8

Geometry (Å):
C  4.8026  -0.4979  -0.6387
N  3.4623  -1.0813  -0.6730
C  2.3241  -0.4206  -1.0571
C  1.2202  -1.2719  -0.9423
C  -0.1280  -0.9011  -1.1624
C  -1.2454  -1.7855  -1.2028
C  -1.3031  -3.0867  -1.7161
N  -2.5269  -3.6374  -1.4346
C  -2.9264  -5.0108  -1.7384
C  -3.3087  -2.6930  -0.7476
C  -2.5392  -1.5240  -0.6161
C  -3.0275  -0.4302  0.1058
C  -4.2738  -0.5184  0.6733
C  -5.0426  -1.6784  0.5390
C  -4.5760  -2.7638  -0.1628
C  1.7315  -2.5247  -0.4257
C  3.1240  -2.3848  -0.2761
C  3.8899  -3.4387  0.2331
C  3.2592  -4.6030  0.5996
C  1.8726  -4.7327  0.4847
C  1.1085  -3.7110  -0.0188
H  5.5284  -1.2128  -0.2568
H  5.1024  -0.1967  -1.6406
H  4.8093  0.3820  0.0018
H  2.3066  0.6011  -1.3926
H  -0.3329  0.1571  -1.1946
H  -0.5118  -3.5957  -2.2396
H  -3.9298  -5.2120  -1.3682
H  -2.9056  -5.1813  -2.8137
H  -2.2381  -5.7099  -1.2673
H  -2.4186  0.4466  0.2267
H  -4.6514  0.3058  1.2545
H  -6.0067  -1.7265  1.0174
H  -5.1613  -3.6622  -0.2454
H  4.9549  -3.3298  0.3328
H  3.8368  -5.4273  0.9849
H  1.3945  -5.6458  0.7971
H  0.0431  -3.8109  -0.0915
C  2.7010  3.8515  3.2253
O  2.0302  3.6359  2.0027
C  1.1438  4.6976  1.6651
C  0.4077  4.4073  0.3560
C  -0.4704  5.5736  -0.1537
C  -1.6584  4.8914  -0.8486
C  -1.8042  3.5393  -0.1364
N  -0.5078  3.2421  0.5186
H  3.3246  2.9822  3.4418
H  3.3362  4.7358  3.1495
H  1.9789  3.9832  4.0336
H  0.4182  4.8101  2.4773
H  1.7209  5.6268  1.5944
H  1.1536  4.1584  -0.4153
H  -0.8144  6.1779  0.6925
H  0.0777  6.2460  -0.8250
H  -2.5759  5.4904  -0.7904
H  -1.4434  4.7430  -1.9141
H  -2.5698  3.5988  0.6457
H  -2.1007  2.7379  -0.8230
H  -0.0647  2.3848  0.1760

# 2
Entry from the OMol25 dataset: a cluster of 3 separate species, C33H75NO3P2S in total in a non-equilibrium geometry (ωB97M-V/def2-TZVPD).

Structure (SMILES): [H]/N=C\C[PH](CCCCCCCCCCCCCCC)(COCCC)P(O)(O)=S.CCCCCC.CCCCCC
E_HOMO, eV: -7.9

Geometry (Å):
C  -3.8052  1.6100  0.0555
C  -4.5371  2.7465  -0.6444
C  -3.6725  3.6975  -1.4965
C  -2.6946  3.0108  -2.4526
C  -1.2672  2.7922  -1.9345
C  -0.6279  4.0112  -1.2494
C  -0.8047  3.9904  0.2909
C  0.5314  4.0240  1.0680
C  0.8606  2.6014  1.5273
C  2.1614  2.4995  2.3362
C  2.0596  1.4290  3.4516
C  3.2086  0.4337  3.5045
C  3.4741  -0.3831  2.2293
C  2.2430  -0.8756  1.4678
C  1.1534  -1.5079  2.3406
P  0.8490  -3.3174  2.0767
C  2.1368  -4.5973  1.6619
C  3.4625  -4.0246  1.1897
N  4.1011  -4.4939  0.2194
C  0.4585  -3.1380  0.2154
O  -0.5431  -2.1653  -0.0125
C  -0.2778  -1.3267  -1.1293
C  -0.2016  -2.0664  -2.4703
C  1.2192  -2.0355  -3.0863
P  1.0229  -3.6536  4.3483
O  2.5257  -3.2564  4.9156
O  0.8464  -5.2705  4.6673
S  -0.4041  -2.7173  5.2640
H  -3.2769  1.9609  0.9317
H  -3.1359  1.0575  -0.5913
H  -4.5459  0.8971  0.4077
H  -5.0042  3.3532  0.1290
H  -5.3313  2.3599  -1.2772
H  -3.2003  4.4305  -0.8504
H  -4.3707  4.2554  -2.1142
H  -2.6335  3.5361  -3.4007
H  -3.1176  2.0314  -2.6731
H  -1.2211  1.9395  -1.2672
H  -0.6485  2.5464  -2.7968
H  -1.1447  4.8940  -1.6129
H  0.4298  4.0626  -1.4672
H  -1.2831  3.0511  0.5304
H  -1.4832  4.7660  0.6318
H  1.3292  4.4033  0.4406
H  0.3687  4.6584  1.9315
H  0.9704  2.0173  0.6119
H  0.0027  2.2612  2.0912
H  3.0353  2.3635  1.7073
H  2.2863  3.4634  2.8195
H  1.0872  0.9568  3.4261
H  2.0847  1.9604  4.3981
H  4.1081  1.0155  3.6882
H  3.1162  -0.2562  4.3376
H  4.1354  -1.2033  2.4969
H  4.0450  0.2201  1.5296
H  2.5910  -1.5227  0.6677
H  1.8149  -0.0155  0.9737
H  1.3203  -1.3543  3.3969
H  0.2159  -1.0155  2.1205
H  -0.4869  -3.7669  2.2503
H  1.7170  -5.2301  0.8898
H  2.3522  -5.2618  2.4944
H  3.8512  -3.1850  1.7540
H  3.6107  -5.2825  -0.2001
H  1.3496  -2.9914  -0.3969
H  0.0482  -4.1092  -0.0852
H  0.6198  -0.7429  -0.9299
H  -1.1164  -0.6435  -1.1722
H  -0.4868  -3.1006  -2.3533
H  -0.8678  -1.5879  -3.1738
H  1.1917  -1.6644  -4.1017
H  1.7154  -2.9988  -3.0640
H  1.8709  -1.3524  -2.5508
H  3.1237  -4.0194  4.8260
H  1.7054  -5.6832  4.8561
C  4.3933  0.0014  -9.6481
C  4.8714  0.3133  -8.2329
C  4.4736  -0.7495  -7.2096
C  2.9667  -0.9321  -7.0226
C  2.2097  0.3301  -6.6119
C  2.6520  0.8880  -5.2624
H  3.3047  -0.0420  -9.7068
H  4.7278  0.7718  -10.3444
H  4.7919  -0.9554  -9.9912
H  4.4965  1.2938  -7.9270
H  5.9615  0.3929  -8.2408
H  4.9341  -0.5036  -6.2485
H  4.9041  -1.7098  -7.5103
H  2.8039  -1.7059  -6.2649
H  2.5287  -1.3225  -7.9456
H  1.1436  0.0910  -6.5605
H  2.3113  1.1014  -7.3800
H  2.5194  0.1457  -4.4747
H  2.0599  1.7667  -5.0004
H  3.7002  1.1903  -5.2726
C  -7.2699  -0.3473  4.4360
C  -6.3101  0.7474  4.8929
C  -5.0295  0.8162  4.0625
C  -4.1573  -0.4394  4.1161
C  -3.7055  -0.8593  5.5144
C  -2.8306  0.1817  6.2053
H  -6.8259  -1.3391  4.5318
H  -8.1795  -0.3363  5.0386
H  -7.5580  -0.2013  3.3927
H  -6.0693  0.6064  5.9499
H  -6.8198  1.7123  4.8223
H  -4.4445  1.6816  4.3877
H  -5.2951  1.0099  3.0173
H  -3.2706  -0.2708  3.4955
H  -4.6908  -1.2740  3.6518
H  -3.1383  -1.7886  5.4241
H  -4.5706  -1.0890  6.1434
H  -1.9381  0.3929  5.6122
H  -2.5044  -0.1796  7.1816
H  -3.3666  1.1195  6.3651

# 3
Entry from the OMol25 dataset: the molecule C13H14N2O5S2 in a non-equilibrium geometry (ωB97M-V/def2-TZVPD).

E_HOMO, eV: -8.1

Geometry (Å):
C  -3.0525  1.2624  4.7785
C  -3.6434  0.5541  3.5679
H  -4.3263  -0.2420  3.8709
H  -4.1647  1.2716  2.9254
O  -2.6320  -0.0991  2.8033
C  -1.9688  0.6432  1.9088
O  -2.1941  1.8192  1.6883
C  -0.9458  -0.1180  1.2281
C  -0.0866  0.3883  0.2635
N  -0.1746  1.6438  -0.2164
H  0.6234  2.0270  -0.7039
H  -0.8049  2.2579  0.2831
C  0.8532  -0.6063  -0.1749
C  1.8837  -0.5192  -1.1255
C  2.7088  -1.5974  -1.3484
C  2.5069  -2.7923  -0.6491
C  1.4850  -2.9291  0.2733
C  0.6677  -1.8351  0.5059
S  -0.6481  -1.7874  1.6312
H  1.3418  -3.8626  0.7942
N  3.3767  -3.9105  -0.9103
O  3.1963  -4.9235  -0.2692
O  4.2324  -3.7706  -1.7576
H  3.5144  -1.5351  -2.0631
S  2.1684  0.9649  -2.0806
C  0.7925  0.7546  -3.2894
H  1.1934  0.1805  -4.1267
H  -0.0049  0.1946  -2.8061
C  0.2947  2.1209  -3.7473
O  1.3320  2.9737  -4.1445
H  1.8460  2.5535  -4.8438
H  -0.4338  1.9725  -4.5598
H  -0.2062  2.6355  -2.9239
H  -2.4909  0.5585  5.3881
H  -2.3876  2.0598  4.4550
H  -3.8521  1.6917  5.3750

# 4
Entry from the OMol25 dataset: a structure of composition C22H40BN5PdS2Si3 in a non-equilibrium geometry (ωB97M-V/def2-TZVPD).

E_HOMO (spin up / spin down), eV: -7.3 / -7.3

Geometry (Å):
Pd  0.2283  0.1270  0.2907
C  4.6760  2.0498  -1.0947
Si  2.8638  2.0059  -0.4771
C  2.8243  3.0499  1.1291
C  1.7773  2.7471  -1.8699
C  2.3518  0.2103  -0.1589
Si  2.3539  -1.0034  -1.6136
C  4.1558  -1.6342  -1.8057
C  1.1834  -2.5013  -1.2811
C  1.8240  -0.3557  -3.3478
Si  2.5083  -0.5337  1.5826
C  4.1278  0.0119  2.4505
C  2.5030  -2.4577  1.6908
C  1.1044  -0.2357  2.9081
C  1.3164  0.0626  4.2488
C  0.2575  0.0204  5.1409
C  -1.0044  -0.3051  4.6725
C  -1.1476  -0.5534  3.3153
N  -0.1254  -0.5324  2.4768
H  5.0129  3.0662  -1.2705
H  4.7846  1.5074  -2.0244
H  5.3400  1.6012  -0.3651
H  2.3541  4.0115  0.9581
H  3.8190  3.2335  1.5227
H  2.2399  2.5470  1.8927
H  1.3756  3.7155  -1.5881
H  0.9257  2.0943  -2.0483
H  2.3259  2.8634  -2.7987
H  4.4765  -2.1991  -0.9367
H  4.8368  -0.7976  -1.9127
H  4.2676  -2.2674  -2.6792
H  1.7219  -3.3561  -0.8891
H  0.6881  -2.8228  -2.1923
H  0.4188  -2.2169  -0.5426
H  2.4192  0.4982  -3.6506
H  0.7772  -0.0604  -3.3697
H  1.9647  -1.1361  -4.0926
H  4.9697  -0.1038  1.7795
H  4.3270  -0.5948  3.3276
H  4.0972  1.0482  2.7607
H  3.2142  -2.8838  0.9931
H  1.5213  -2.8693  1.4753
H  2.7803  -2.7895  2.6884
H  2.3069  0.3075  4.5947
H  0.4213  0.2167  6.1904
H  -1.8556  -0.3700  5.3361
H  -2.1081  -0.7989  2.8839
C  -1.0723  3.1962  3.3198
N  -2.1068  3.0976  2.3337
C  -3.4425  3.3287  2.5192
C  -4.0465  3.1344  1.3211
N  -3.1033  2.8031  0.3967
B  -3.4233  2.8090  -1.1138
N  -2.9259  1.5475  -1.8875
C  -3.1102  1.5222  -3.2384
C  -2.8501  0.2732  -3.6998
N  -2.4947  -0.4753  -2.6182
C  -2.2058  -1.8764  -2.5747
C  -2.5268  0.3260  -1.5177
S  -2.1966  -0.3101  0.0241
C  -1.9187  2.7861  1.0227
S  -0.3830  2.6335  0.3391
H  -1.4911  3.0625  4.3151
H  -0.5788  4.1683  3.2699
H  -0.3238  2.4242  3.1314
H  -3.8413  3.6340  3.4639
H  -5.0780  3.2190  1.0438
H  -4.6116  2.7956  -1.2169
H  -2.9104  3.7638  -1.6076
H  -3.4259  2.4008  -3.7597
H  -2.8938  -0.1388  -4.6864
H  -2.1204  -2.2674  -3.5861
H  -3.0002  -2.3986  -2.0354
H  -1.2714  -2.0265  -2.0317

# 5
Entry from the OMol25 dataset: a structure of composition C17H27IrN2O2P in a non-equilibrium geometry (ωB97M-V/def2-TZVPD).

Charge: +2
Expectation value of S²: 8.78
E_HOMO (spin up / spin down), eV: -13.3 / -15.5
Multiplicity: 6

Geometry (Å):
C  -2.2055  0.3603  -3.2771
C  -1.8467  -0.7955  -2.5911
C  -1.1099  -0.7481  -1.3979
C  -0.7983  0.5179  -0.8599
C  -1.0567  1.6748  -1.6067
C  -1.8108  1.5981  -2.7791
C  -0.7427  -2.0336  -0.7385
C  -0.1222  -3.0799  -1.7059
N  1.2480  -2.8701  -2.0899
Ir  -0.1215  0.7882  1.0333
C  -0.5467  2.9941  -1.1313
P  0.6276  2.6391  0.2538
H  -2.1413  -1.7695  -2.9846
H  -2.0757  2.5214  -3.2943
H  -2.7739  0.2872  -4.2046
H  -1.3417  3.6473  -0.7399
H  -0.0093  3.5452  -1.9148
H  -0.0870  -1.8823  0.1262
H  -1.6481  -2.5052  -0.3226
H  -0.1243  -4.0407  -1.1597
C  0.5158  4.0212  1.3901
C  2.2495  2.7023  -0.5341
H  -0.7316  -3.1750  -2.6171
C  1.6110  -2.2276  -3.3150
C  2.2563  -2.9899  -1.0773
H  1.6191  0.4210  1.0604
H  1.3523  -2.8629  -4.1805
H  1.1039  -1.2515  -3.4522
H  2.7030  -2.0834  -3.2975
H  3.1997  -3.2825  -1.5578
H  2.4279  -2.0403  -0.5337
H  1.9466  -3.7588  -0.3548
H  2.4441  3.7184  -0.9040
H  2.9988  2.4308  0.2201
H  2.2839  1.9895  -1.3712
H  -0.0694  4.8302  0.9400
H  0.0342  3.6620  2.3088
H  1.5348  4.3612  1.6095
H  1.2989  -0.2828  1.1616
O  -1.0900  2.1472  3.6960
C  -1.0441  0.9276  3.7749
C  -1.4298  0.0483  4.9604
C  -1.2127  -1.3843  4.5030
C  -0.5886  -1.2935  3.1086
O  -0.1213  -2.2058  2.4424
N  -0.6131  0.0594  2.7620
H  -0.8005  0.2977  5.8210
H  -2.4765  0.2315  5.2269
H  -0.5481  -1.9411  5.1701
H  -2.1671  -1.9175  4.4236

# 6
Entry from the OMol25 dataset: a structure of composition C22H34N2O6P2Pt in a non-equilibrium geometry (ωB97M-V/def2-TZVPD).

Expectation value of S²: 2.25
E_HOMO (spin up / spin down), eV: -6.4 / -6.8
Multiplicity: 3

Geometry (Å):
P  -1.7394  2.8471  0.1179
P  -0.2327  1.6275  -2.7456
C  -1.4367  3.8416  -1.4585
C  -1.5861  2.9631  -2.6819
H  -0.4379  4.2843  -1.3664
H  -2.1640  4.6772  -1.4312
H  -2.5346  2.4280  -2.7339
H  -1.4502  3.5485  -3.5993
C  0.8738  2.8810  -3.6169
H  1.9136  2.5947  -3.7204
H  0.8677  3.8771  -3.1288
H  0.4656  2.9847  -4.6394
C  -0.8481  0.8866  -4.2888
H  -0.9435  1.6905  -5.0287
H  -1.8201  0.4547  -4.0941
H  -0.1867  0.1109  -4.6852
C  -1.9504  4.0352  1.4422
H  -2.2183  3.5429  2.3799
H  -2.7714  4.7064  1.1610
H  -1.0606  4.6449  1.6022
C  -3.4687  2.3587  -0.2433
H  -3.5353  1.6942  -1.1253
H  -4.0373  3.2826  -0.4621
H  -3.8914  1.8372  0.6285
Pt  -2.0581  -0.1454  1.4064
C  1.4224  0.2570  -2.4283
C  2.1174  0.8633  -1.3518
C  1.9568  2.1867  -0.7667
C  1.1321  1.9563  0.5003
C  -0.3767  1.6496  0.2520
C  -0.9739  0.4308  -0.6125
C  -0.6099  -0.8286  -1.3628
C  0.7850  -1.0398  -1.9454
C  -2.4884  -0.7425  3.2727
H  1.8880  0.2469  -3.4360
H  2.7878  0.2603  -0.7286
H  1.5807  3.0160  -1.3583
H  2.9813  2.4674  -0.4909
H  1.4720  1.1077  1.1320
H  1.1891  2.8177  1.1750
H  -0.6803  1.3408  1.3511
H  -2.0431  0.5517  -0.8784
H  -1.3699  -0.8894  -2.2050
H  -0.8691  -1.7310  -0.8023
H  1.3420  -1.5503  -1.1544
H  0.7404  -1.7270  -2.7888
H  -2.7628  -1.7846  3.1055
H  -3.3057  -0.1214  3.6525
H  -1.5964  -0.7403  3.9091
O  0.8854  -0.7372  1.9322
C  0.2950  -1.8337  1.8093
O  -0.9253  -2.0135  1.4297
C  1.0789  -3.0974  2.1076
C  2.4129  -2.9882  2.5065
C  3.1283  -4.1166  2.9122
C  2.5041  -5.3744  2.9608
C  1.1637  -5.4732  2.5662
C  0.4633  -4.3479  2.1204
N  0.5036  -6.7483  2.6829
O  1.1527  -7.7279  3.0903
O  -0.7157  -6.7997  2.3799
N  4.5003  -3.9458  3.2924
O  4.9861  -2.7952  3.2294
O  5.1480  -4.9480  3.6638
H  2.8772  -2.0116  2.4813
H  3.0418  -6.2314  3.3178
H  -0.5683  -4.4615  1.7888

# 7
Entry from the OMol25 dataset: a structure of composition C47H42N2O2P2SSbSeTa in a non-equilibrium geometry (ωB97M-V/def2-TZVPD).

Charge: +2
E_HOMO, eV: -13.4

Geometry (Å):
Ta  -0.4141  0.3497  0.0234
C  -3.2143  -0.1125  -2.3276
N  -3.2099  -0.8906  -1.0581
P  -1.7457  -1.8451  -0.8977
C  -2.1741  -3.2273  0.1909
C  -3.4410  -3.8020  0.1503
C  -3.6885  -4.9636  0.8609
C  -2.6723  -5.5605  1.5958
C  -1.4033  -5.0020  1.6143
C  -1.1482  -3.8362  0.9078
C  -1.5881  -2.7349  -2.4703
C  -2.7090  -3.1973  -3.1569
C  -2.5426  -3.9231  -4.3240
C  -1.2669  -4.2144  -4.7916
C  -0.1521  -3.7908  -4.0850
C  -0.3126  -3.0462  -2.9262
P  -3.0175  0.2136  0.2863
C  -4.3198  1.4467  0.0682
C  -4.0518  2.7628  0.4364
C  -5.0529  3.7176  0.3372
C  -6.3077  3.3568  -0.1288
C  -6.5730  2.0404  -0.4886
C  -5.5836  1.0786  -0.3904
C  -3.4904  -0.6762  1.7856
C  -4.6471  -1.4489  1.8516
C  -5.0427  -1.9854  3.0630
C  -4.2999  -1.7405  4.2118
C  -3.1526  -0.9650  4.1495
C  -2.7454  -0.4282  2.9382
H  -3.3030  -0.7855  -3.1744
H  -2.3056  0.4884  -2.4799
H  -4.0668  0.5604  -2.3342
H  -4.2239  -3.3409  -0.4376
H  -4.6734  -5.4109  0.8310
H  -2.8670  -6.4698  2.1485
H  -0.6090  -5.4772  2.1746
H  -0.1537  -3.4085  0.9126
H  -3.7043  -2.9966  -2.7802
H  -3.4132  -4.2685  -4.8653
H  -1.1451  -4.7811  -5.7051
H  0.8414  -4.0358  -4.4387
H  0.5501  -2.7138  -2.3617
H  -3.0729  3.0319  0.8147
H  -4.8556  4.7411  0.6252
H  -7.0857  4.1037  -0.2111
H  -7.5570  1.7655  -0.8434
H  -5.7881  0.0525  -0.6707
H  -5.2330  -1.6266  0.9596
H  -5.9417  -2.5851  3.1138
H  -4.6265  -2.1407  5.1623
H  -2.5780  -0.7716  5.0453
H  -1.8643  0.2009  2.8997
Se  0.8052  -0.8953  1.5546
S  0.4826  0.3067  -2.2137
Sb  2.7380  -0.4096  -2.5811
C  4.3326  0.9618  -2.9169
C  5.5439  0.7305  -2.2846
C  6.6026  1.5885  -2.5489
C  6.4361  2.6514  -3.4245
C  5.2167  2.8588  -4.0561
C  4.1489  2.0115  -3.8024
C  3.3655  -1.8862  -1.1832
C  3.2365  -3.2345  -1.4917
C  3.6795  -4.1770  -0.5746
C  4.2629  -3.7704  0.6182
C  4.4155  -2.4199  0.9006
C  3.9584  -1.4665  0.0022
C  2.4220  -1.2584  -4.5066
C  3.5546  -1.7446  -5.1543
C  3.4447  -2.2343  -6.4462
C  2.2146  -2.2197  -7.0901
C  1.0915  -1.7265  -6.4412
C  1.1891  -1.2438  -5.1440
H  5.6725  -0.1026  -1.6055
H  7.5575  1.4216  -2.0686
H  7.2628  3.3210  -3.6193
H  5.0984  3.6792  -4.7511
H  3.1936  2.1715  -4.2880
H  2.8195  -3.5573  -2.4388
H  3.5739  -5.2304  -0.7974
H  4.6075  -4.5105  1.3280
H  4.8870  -2.1037  1.8217
H  4.0616  -0.4118  0.2281
H  4.5189  -1.7322  -4.6571
H  4.3230  -2.6149  -6.9500
H  2.1333  -2.5867  -8.1044
H  0.1347  -1.7093  -6.9461
H  0.3088  -0.8602  -4.6452
O  2.9291  1.8280  -0.4547
C  2.1247  2.4385  0.2094
C  2.3840  3.5650  1.1916
C  1.0772  3.6800  1.9912
C  0.1877  2.6784  1.3160
O  -0.9368  2.2431  1.6229
N  0.7796  2.1110  0.2561
H  2.6367  4.4765  0.6506
H  3.2410  3.3011  1.8088
H  0.6241  4.6709  1.9648
H  1.1930  3.4098  3.0415

Listing calculated total energy for the structures above in their given order: -1209.89318 -2663.68209 -1785.81397 -2953.81905 -1368.88225 -2221.15527 -5855.40902 Ha.